[1]
Molecular formula: C28H43N2O9P2S2SbSe4W
Method: DFT, ωB97M-V with the def2-TZVPD basis set

Results
* LUMO energy: 3.9 eV
* ΔE to the lowest compared entry with this formula, charge and spin: 1.408 eV

The geometry in ORCA input format:
```
! RIJCOSX wB97M-V def2-TZVPD def2/J DEFGRID3
* xyz -2 1
W -0.4259 0.1207 0.5324
C 1.4676 -2.7852 -2.0141
O 0.5677 -1.7692 -2.4019
C 0.8589 -1.2536 -3.6701
C 0.0167 -0.0216 -3.9080
O 0.4220 1.1260 -3.1668
C 1.7105 1.6247 -3.4997
H 1.3958 -3.6478 -2.6945
H 1.2042 -3.0879 -1.0037
H 2.4984 -2.4141 -2.0075
H 0.6135 -1.9882 -4.4588
H 1.9312 -1.0357 -3.7573
H -1.0094 -0.2171 -3.5916
H 0.0244 0.2248 -4.9811
H 1.7328 1.9523 -4.5489
H 2.4919 0.8827 -3.3384
H 1.9219 2.4587 -2.8327
N 2.7105 -0.8452 2.7610
C 1.5880 -1.5522 3.4447
C 2.1274 -2.2727 4.6704
P 0.9487 -2.7347 2.1424
O 0.1891 -3.8987 2.9672
O 2.1585 -3.3059 1.5008
O -0.1221 -1.9569 1.4381
P 0.2283 -0.3926 3.8536
O 0.9366 0.6466 4.8861
O -0.8510 -1.1170 4.5566
O -0.0306 0.4427 2.6083
H 3.2328 -0.2032 3.3566
H 2.4000 -0.3064 1.8911
H 3.3623 -1.5188 2.3563
H 2.8511 -3.0336 4.3674
H 1.3077 -2.7559 5.1995
H 2.6157 -1.5693 5.3500
H 0.7645 -4.6722 2.9555
H 0.5066 0.5448 5.7427
C -1.4184 4.3921 0.5008
C -0.3037 3.3434 0.6328
C 0.2654 3.4044 2.0523
C 0.8293 3.6905 -0.3390
C -0.8591 1.9773 0.2577
H -1.0430 5.3925 0.7387
H -2.2472 4.1643 1.1774
H -1.8106 4.4079 -0.5195
H 1.0804 2.6935 2.1800
H -0.4949 3.1813 2.8007
H 0.6505 4.4115 2.2440
H 1.1610 4.7204 -0.1718
H 0.4978 3.6036 -1.3757
H 1.6856 3.0293 -0.2154
H -1.7789 2.0719 -0.3294
Se 4.3869 3.3858 -1.3647
Sb 4.5551 1.0392 -0.8483
Se 1.9225 0.2008 -0.1177
Se 5.4843 0.4346 1.3126
Se 5.0188 -0.4293 -2.6973
S -3.6778 1.5185 -2.9557
C -2.8524 2.9634 -3.1348
N -1.5042 3.0184 -3.3127
C -0.8136 4.1557 -3.5389
C -1.4224 5.3706 -3.5627
C -2.8155 5.3965 -3.3178
C -3.5006 4.2408 -3.1055
H -0.9404 2.1500 -3.2899
H 0.2501 4.0265 -3.6879
H -0.8482 6.2673 -3.7359
H -3.3411 6.3440 -3.2941
H -4.5629 4.2368 -2.9122
O -1.5951 -0.5148 -0.5217
S -3.1000 -0.0133 1.8004
C -3.5828 -1.7248 1.8796
C -3.1912 -2.5561 2.9231
C -3.5459 -3.8954 2.8848
C -4.2614 -4.4098 1.8103
C -4.6219 -3.5787 0.7600
C -4.2865 -2.2318 0.7944
C -3.5406 0.5777 3.4119
C -4.7303 0.2019 4.0297
C -5.0746 0.7438 5.2574
C -4.2480 1.6792 5.8688
C -3.0693 2.0608 5.2449
C -2.7081 1.5052 4.0254
H -2.5787 -2.1636 3.7247
H -3.2274 -4.5483 3.6884
H -4.5184 -5.4622 1.7828
H -5.1582 -3.9756 -0.0931
H -4.5451 -1.5746 -0.0259
H -5.3752 -0.5228 3.5482
H -5.9974 0.4394 5.7372
H -4.5208 2.1019 6.8282
H -2.4123 2.7830 5.7145
H -1.7761 1.7750 3.5483
*
```


[2]
Molecular formula: C5H4BrO3
Method: DFT, ωB97M-V with the def2-TZVPD basis set

Results
* LUMO energy: 3.3 eV
* ΔE to the lowest compared entry with this formula, charge and spin: 1.151 eV

The geometry in ORCA input format:
```
! RIJCOSX wB97M-V def2-TZVPD def2/J DEFGRID3
* xyz -1 1
C -1.7350 0.6254 0.2847
C -0.9270 1.4049 1.0538
C 2.4313 -2.0838 -0.5638
C -0.9132 -0.2470 -0.5736
C 0.4759 0.8589 0.9741
O 2.5559 -1.6294 -1.5733
O 2.4292 -2.5270 0.4820
O 0.3992 -0.1133 -0.0135
Br 1.6250 2.4698 0.2980
H -2.7664 0.8758 0.0615
H -1.3729 2.0043 1.7854
H -1.1774 -1.4266 -0.5236
H -1.0246 -0.2120 -1.6918
*
```


[3]
Molecular formula: C9H36O9
Method: DFT, ωB97M-V with the def2-TZVPD basis set

Results
* LUMO energy: 0.3 eV
* SMILES: CO.CO.CO.CO.CO.CO.CO.CO.CO
* ΔE to the lowest compared entry with this formula, charge and spin: 5.691 eV

The geometry in ORCA input format:
```
! RIJCOSX wB97M-V def2-TZVPD def2/J DEFGRID3
* xyz 0 1
C 0.3652 -0.7549 4.0200
O -0.6302 -0.6224 5.0187
H 0.1239 -0.2822 3.0680
H 1.2246 -0.2136 4.4157
H 0.6583 -1.7987 3.9072
H -0.2613 -1.0061 5.8176
C -1.0882 -0.2915 0.1026
O -0.4314 0.4601 -0.9341
H -2.0790 -0.6555 -0.1696
H -0.5343 -1.1629 0.4517
H -1.1991 0.4327 0.9096
H 0.2937 0.9336 -0.5197
C 0.0681 -4.1440 2.0642
O -0.4882 -3.9617 0.7336
H -0.0214 -5.1917 2.3509
H 1.1367 -3.9756 2.1979
H -0.4611 -3.5529 2.8116
H 0.1421 -4.2426 0.0662
C 0.6778 3.9307 -2.4076
O 1.7534 3.4316 -3.2456
H 1.1573 4.0969 -1.4430
H 0.2189 4.8882 -2.6543
H -0.1257 3.2141 -2.2373
H 1.4464 3.4415 -4.1551
C 2.9443 -1.9284 0.6793
O 3.7537 -0.7828 0.6790
H 1.8934 -1.6391 0.6768
H 3.0720 -2.5105 -0.2333
H 3.1988 -2.6237 1.4793
H 4.6323 -1.0427 0.9654
C 2.3283 0.2960 -3.0227
O 2.8403 -0.6260 -4.0260
H 3.1111 1.0090 -2.7639
H 1.5126 0.8406 -3.4983
H 2.0281 -0.1831 -2.0909
H 2.9473 -0.0895 -4.8149
C 1.8772 1.9945 1.5711
O 1.9080 1.1772 0.4131
H 2.0254 1.3735 2.4545
H 2.6425 2.7707 1.5732
H 0.9004 2.4564 1.7146
H 2.4991 0.4217 0.4511
C -2.9806 1.7172 -2.7468
O -1.9278 0.8588 -3.0974
H -2.6677 2.7074 -2.4154
H -3.7029 1.7236 -3.5631
H -3.5584 1.2415 -1.9544
H -1.3982 0.7458 -2.3047
C -5.3983 -0.7951 0.7214
O -4.6825 0.2302 0.0629
H -6.3871 -0.9288 0.2826
H -4.8116 -1.6992 0.5585
H -5.4241 -0.7467 1.8100
H -5.1218 1.0584 0.2698
*
```


[4]
Molecular formula: C38H51IN4O2RuSi4Te
Method: DFT, ωB97M-V with the def2-TZVPD basis set

Results
* LUMO energy (alpha / beta): -3.0 / -3.6 eV
* ΔE to the lowest compared entry with this formula, charge and spin: 0.244 eV

The geometry in ORCA input format:
```
! RIJCOSX wB97M-V def2-TZVPD def2/J DEFGRID3
* xyz 1 2
Ru -0.3202 -1.6581 0.5354
C 1.0486 0.8227 2.8323
C 0.7391 -0.5238 3.3931
C 1.0451 -0.7203 4.7395
C 0.8142 -1.9300 5.3470
C 0.3054 -2.9473 4.5642
C 0.0378 -2.7077 3.2294
N 0.1946 -1.4894 2.6302
C -0.4238 -3.8360 2.3799
C -0.5121 -5.1579 2.7902
C -0.8674 -6.1240 1.8648
C -1.1413 -5.7592 0.5579
C -1.0559 -4.4210 0.2101
N -0.7025 -3.5076 1.1148
C -1.2905 -3.8733 -1.1497
C -1.8158 -4.7017 -2.1244
C -1.9883 -4.2088 -3.4032
C -1.5948 -2.9141 -3.6442
C -1.0838 -2.1190 -2.6193
C -0.6165 -0.7561 -2.9853
N -0.9755 -2.5641 -1.3543
H 1.2329 1.5307 3.6371
H 0.2465 1.2167 2.2090
H 1.9511 0.7602 2.2227
H 1.4675 0.1059 5.2934
H 1.0342 -2.0857 6.3943
H 0.1242 -3.9218 4.9878
H -0.2758 -5.4444 3.8022
H -0.9135 -7.1641 2.1572
H -1.3819 -6.5073 -0.1810
H -2.0909 -5.7173 -1.8855
H -2.3988 -4.8271 -4.1900
H -1.6729 -2.4887 -4.6348
H -0.9153 -0.5079 -4.0016
H 0.4743 -0.7295 -2.9249
H -1.0222 -0.0044 -2.3091
C 2.6552 3.7180 1.4365
Si 2.0130 4.0792 -0.2848
C 1.7073 5.9226 -0.4465
C 3.2777 3.5264 -1.5468
Si -0.0487 2.9810 -0.6575
Te 0.8236 0.5542 -0.4112
Si -1.8390 3.7238 0.6721
C -2.1353 5.5311 0.2705
C -3.3832 2.7618 0.2371
C -1.5063 3.5909 2.5169
Si -0.6469 3.2064 -2.9379
C -0.5617 5.0297 -3.3666
C -2.4147 2.6517 -3.2641
C 0.5955 2.2852 -3.9990
H 3.5178 4.3578 1.6429
H 2.9954 2.6868 1.5104
H 1.9083 3.9003 2.2120
H 2.6470 6.4655 -0.3091
H 1.0045 6.2865 0.3061
H 1.3134 6.1868 -1.4291
H 4.2448 3.9780 -1.3082
H 3.0049 3.8422 -2.5556
H 3.4031 2.4422 -1.5490
H -2.4226 5.6744 -0.7727
H -1.2536 6.1456 0.4634
H -2.9500 5.9093 0.8943
H -3.7176 2.9829 -0.7767
H -4.1926 3.0247 0.9242
H -3.2064 1.6909 0.3018
H -0.5593 4.0504 2.8071
H -1.5078 2.5565 2.8688
H -2.3076 4.1152 3.0464
H -1.2480 5.6341 -2.7721
H -0.8344 5.1509 -4.4194
H 0.4453 5.4303 -3.2391
H -3.1091 3.4291 -2.9379
H -2.7044 1.7259 -2.7676
H -2.5541 2.5221 -4.3414
H 1.5161 2.8646 -4.0912
H 0.1913 2.1424 -5.0053
H 0.8677 1.3085 -3.5977
I 8.1138 -5.1506 -0.9289
C 6.2011 -4.3463 -0.7336
C 5.5727 -4.3717 0.5040
C 4.3058 -3.8242 0.6322
C 3.6616 -3.2693 -0.4673
C 4.3001 -3.2593 -1.7012
C 5.5726 -3.7906 -1.8397
C 2.2833 -2.6942 -0.3378
O 1.8131 -2.5364 0.8420
O 1.6308 -2.3951 -1.3488
H 6.0683 -4.8099 1.3596
H 3.8028 -3.8146 1.5903
H 3.7807 -2.8338 -2.5495
H 6.0707 -3.7773 -2.7995
C -4.9386 -0.5956 1.7032
C -4.6333 -1.1323 0.4650
C -3.3095 -1.3260 0.1175
N -2.2739 -1.0187 0.9185
C -2.5892 -0.4601 2.1011
C -3.8840 -0.2399 2.5266
H -5.9647 -0.4438 2.0097
H -5.4031 -1.4092 -0.2418
H -3.0612 -1.7357 -0.8515
H -1.7606 -0.1622 2.7251
H -4.0437 0.2124 3.4957
*
```


[5]
Molecular formula: C50H50F10O24
Method: DFT, ωB97M-V with the def2-TZVPD basis set

Results
* LUMO energy: 0.2 eV
* SMILES: O=C1OC[C@@H](F)O1.O=C1OC[C@@H](F)O1.O=C1OC[C@@H](F)O1.O=C1OC[C@@H](F)O1.O=C1OC[C@@H](F)O1.O=C1OC[C@@H](F)O1.C[C@H]1COC(=O)O1.C[C@H]1COC(=O)O1.Fc1ccccc1.Fc1ccccc1.Fc1ccccc1.Fc1ccccc1

The geometry in ORCA input format:
```
! RIJCOSX wB97M-V def2-TZVPD def2/J DEFGRID3
* xyz 0 1
O 4.3711 1.7388 -2.3513
C 4.6093 1.5211 -1.2014
O 3.8122 1.8879 -0.2276
C 4.3647 1.4451 0.9908
C 5.5194 0.5880 0.5906
F 5.3156 -0.7286 0.7131
O 5.7204 0.9077 -0.7423
H 4.8864 2.2317 1.5001
H 3.7154 0.8288 1.5325
H 6.5337 0.7321 1.0222
O 2.5275 -2.6699 6.3423
C 3.3132 -1.7467 6.2156
O 4.4679 -1.6074 6.8099
C 4.9260 -0.3107 6.3966
C 4.1447 0.0353 5.2115
F 4.7724 -0.2669 4.0711
O 3.0234 -0.7756 5.3500
H 4.7848 0.4441 7.1799
H 6.0123 -0.3763 6.1220
H 3.8083 1.0521 5.2937
O 2.8942 -4.5402 -7.2614
C 2.5985 -4.5188 -6.1349
O 3.3142 -3.8223 -5.1249
C 2.5272 -3.9347 -3.8698
C 1.1712 -4.4109 -4.3756
F 0.3994 -3.2462 -4.5846
O 1.3801 -4.9869 -5.6614
H 2.9498 -4.5746 -3.1235
H 2.4219 -2.9320 -3.4837
H 0.5808 -5.1139 -3.8473
O -3.6582 -2.3894 1.0038
C -4.3228 -1.5259 1.3925
O -5.5191 -1.7252 1.9370
C -6.1725 -0.4728 1.9908
C -5.0294 0.4853 2.0757
F -4.6923 0.6175 3.4467
O -3.9845 -0.1732 1.4485
H -6.7235 -0.2687 1.0740
H -6.8507 -0.4082 2.8504
H -5.0741 1.4768 1.6372
O 2.6820 -0.9545 -2.5073
C 2.8761 -0.3105 -3.4529
O 3.9476 -0.3462 -4.2218
C 3.9897 0.8356 -5.0709
C 2.5441 1.0861 -5.1871
F 2.0487 0.4941 -6.2793
O 1.9744 0.6127 -4.0282
H 4.5145 1.6427 -4.6119
H 4.4287 0.5404 -6.0483
H 2.4016 2.1521 -5.3498
O -2.6863 3.1395 2.0301
C -2.5173 3.2357 0.8625
O -3.1447 2.4917 -0.0555
C -2.6930 2.9019 -1.3693
C -1.6350 4.0472 -1.0747
F -2.1658 5.2316 -1.5595
O -1.5901 4.0770 0.3096
H -2.2733 2.0315 -1.8435
H -3.5470 3.3222 -1.8839
H -0.5886 3.9656 -1.5108
C 2.3653 -2.2967 0.1065
C 2.5118 -2.9969 1.4253
C 1.3197 -2.9014 2.3541
O 1.5210 -4.0546 3.1794
C 2.0611 -5.0298 2.3572
O 2.0687 -6.1345 2.6151
O 2.5902 -4.4316 1.2866
H 2.0454 -1.2359 0.1287
H 1.7507 -2.7958 -0.6043
H 3.3466 -2.3016 -0.3593
H 3.4804 -2.6020 1.8072
H 0.3602 -2.9680 1.8635
H 1.2506 -2.0425 3.0363
C -0.8737 4.2901 4.3290
C 0.1849 3.7529 3.3309
C 0.8239 4.7774 2.4692
O 2.1522 4.2299 2.2756
C 2.3412 3.3591 3.2518
O 3.3724 2.7421 3.4083
O 1.2888 3.2083 4.0394
H -0.3977 4.8831 5.0998
H -1.4318 3.5465 4.8925
H -1.6053 4.7996 3.7101
H -0.1856 2.9175 2.6875
H 1.0517 5.8257 2.8464
H 0.3777 4.7828 1.4547
F -1.8682 -5.2719 5.7281
C -1.7457 -3.9650 5.4144
C -2.9222 -3.3299 5.1790
C -2.8431 -1.9540 4.9495
C -1.6075 -1.2963 4.8400
C -0.4223 -2.0291 5.0213
C -0.4813 -3.4123 5.2827
H -3.8493 -3.8858 5.3116
H -3.8288 -1.5135 4.7075
H -1.5048 -0.1935 4.7277
H 0.5572 -1.6145 4.8537
H 0.3939 -4.0244 5.4319
F -4.3178 -1.8830 -6.1216
C -4.5261 -1.4321 -4.8210
C -5.5413 -0.5665 -4.5522
C -5.7476 -0.2241 -3.1770
C -4.8790 -0.6121 -2.1665
C -3.7888 -1.4009 -2.5053
C -3.6066 -1.8297 -3.8520
H -6.2138 -0.1737 -5.2537
H -6.6091 0.5455 -2.9237
H -5.0001 -0.1378 -1.1965
H -3.0840 -1.6469 -1.7341
H -2.7882 -2.4599 -4.1564
F 0.0734 3.7203 -3.6220
C -0.8748 3.2010 -4.4892
C -0.9520 1.8355 -4.6821
C -1.9023 1.3483 -5.5693
C -2.7430 2.2942 -6.2074
C -2.6906 3.6821 -5.9568
C -1.7315 4.1291 -5.0560
H -0.2607 1.2179 -4.1272
H -1.9370 0.2537 -5.6477
H -3.5688 1.8510 -6.7668
H -3.3738 4.3686 -6.4449
H -1.6729 5.1648 -4.7894
F -0.4073 -0.7508 -2.4731
C -0.3921 -0.2217 -1.1616
C -1.1202 -0.9440 -0.2022
C -0.9985 -0.5847 1.1432
C -0.2606 0.5079 1.5282
C 0.4285 1.2561 0.5559
C 0.3423 0.9075 -0.7826
H -1.3828 -1.9335 -0.3723
H -1.4622 -1.1368 1.9452
H -0.1063 0.6202 2.6011
H 1.0296 2.1210 0.7569
H 1.0122 1.4173 -1.5154
*
```


[6]
Molecular formula: C19H26AuNO5SSb
Method: DFT, ωB97M-V with the def2-TZVPD basis set

Results
* LUMO energy (alpha / beta): -3.4 / -6.3 eV
* ΔE to the lowest compared entry with this formula, charge and spin: 0.253 eV

The geometry in ORCA input format:
```
! RIJCOSX wB97M-V def2-TZVPD def2/J DEFGRID3
* xyz 1 3
Au -0.5506 0.2665 -0.0450
O -0.2826 0.7276 3.9661
C -0.1554 0.7659 2.7737
O -0.8333 0.0165 1.9266
C 0.8733 1.6517 2.1267
C 1.5647 2.6170 2.8271
C 2.5195 3.3645 2.1549
C 2.7694 3.1087 0.8148
C 2.0429 2.1288 0.1640
N 1.1184 1.4313 0.8295
H 1.3345 2.7557 3.8744
H 3.0687 4.1399 2.6722
H 3.5122 3.6674 0.2637
H 2.1724 1.9063 -0.8829
C 3.7828 -3.8952 -0.4913
C 3.6253 -2.3754 -0.4935
Sb 1.6985 -1.8203 0.2356
C 1.7626 -1.9395 2.3560
C 2.4987 -3.1887 2.8390
C 0.3814 -3.3621 -0.3886
C 0.2337 -3.4239 -1.9067
H 4.7844 -4.1410 -0.8495
H 3.0737 -4.3804 -1.1610
H 3.6755 -4.3302 0.4995
H 3.7115 -1.9584 -1.4953
H 4.3383 -1.8610 0.1500
H 0.7185 -1.9209 2.6676
H 2.2340 -1.0250 2.7159
H 2.0632 -4.1085 2.4470
H 2.4254 -3.2381 3.9265
H 3.5581 -3.1687 2.5851
H -0.5676 -3.1697 0.1125
H 0.8113 -4.2709 0.0391
H -0.1882 -2.5022 -2.3093
H -0.4329 -4.2420 -2.1798
H 1.1883 -3.6006 -2.4040
C -6.3705 2.6538 -0.7975
C -4.9514 2.4248 -1.2434
C -3.8886 3.0333 -0.5884
C -2.5808 2.8476 -1.0194
C -2.3398 2.0330 -2.1170
C -3.3894 1.4148 -2.7933
C -4.6818 1.6181 -2.3510
S -0.6862 1.7081 -2.6131
O 0.1682 2.5966 -1.8612
O -0.5874 1.6827 -4.0334
O -0.4665 0.2514 -2.0715
H -6.4096 3.1074 0.1913
H -6.9286 1.7178 -0.7718
H -6.8859 3.3202 -1.4912
H -4.0840 3.6712 0.2648
H -1.7560 3.3513 -0.5319
H -3.1876 0.7964 -3.6583
H -5.5046 1.1464 -2.8748
*
```


| no. | electronic energy (a.u.) |
| --- | --- |
| 1 | -13271.98817 |
| 2 | -2992.62987 |
| 3 | -1041.46165 |
| 4 | -3666.71606 |
| 5 | -4739.76847 |
| 6 | -1944.35075 |